The following is a DFT calculation (ωB97M-V with the def2-TZVPD basis set) of a structure of composition C17H19FeNO2S2Se2Te2 in a non-equilibrium geometry.

Its largest force on an atom is 1.74 eV/Å. As for the HOMO energy: -0.967 eV. The value obtained for the orbital gap is 5.250 eV. The charge is -2.

The geometry in XYZ format:
```
46
Properties=species:S:1:pos:R:3:mulliken_charge:R:1
Fe -0.461 -1.235 1.015 -0.010
C 0.089 -0.234 2.841 0.804
C 0.767 0.378 1.760 0.747
C -0.230 0.898 0.859 1.077
C -1.507 0.654 1.435 0.242
C -1.326 -0.061 2.649 0.766
C -2.374 -0.426 3.653 -1.292
C -2.800 1.149 0.863 -1.725
C 0.031 1.694 -0.382 -1.332
C 2.255 0.507 1.618 -1.925
C 0.713 -0.909 4.021 -1.682
H -2.289 0.214 4.540 0.260
H -2.278 -1.466 3.972 0.067
H -3.374 -0.322 3.233 0.305
H -3.562 1.216 1.638 0.399
H -3.194 0.480 0.096 0.205
H -2.659 2.140 0.426 0.393
H 0.027 2.771 -0.173 0.348
H -0.728 1.498 -1.143 0.388
H 1.004 1.461 -0.807 0.030
H 2.706 -0.362 1.137 0.205
H 2.715 0.635 2.601 0.511
H 2.515 1.373 1.008 0.393
H 0.816 -0.212 4.861 0.324
H 1.702 -1.296 3.773 0.415
H 0.098 -1.749 4.351 0.247
Se -2.268 -2.428 -0.106 -0.227
Te -4.504 -2.358 0.943 -0.545
Te -2.028 -4.306 3.514 -0.552
Se -0.705 -3.578 1.565 -0.126
O 4.522 0.129 -3.435 -0.716
S 3.426 0.654 -2.657 1.177
O 3.605 1.973 -2.100 -0.658
N 2.961 -0.408 -1.499 -0.403
C 1.748 -0.849 -1.718 0.276
S 0.946 -2.026 -0.794 -0.331
C 1.092 -0.300 -2.935 0.386
C -0.189 -0.540 -3.407 -0.455
C -0.600 0.129 -4.551 -0.682
C 0.245 1.019 -5.211 -0.354
C 1.526 1.265 -4.732 -0.725
C 1.918 0.593 -3.595 0.190
H -0.836 -1.223 -2.869 0.407
H -1.599 -0.037 -4.935 0.407
H -0.105 1.529 -6.100 0.368
H 2.190 1.964 -5.225 0.403
```


The following is a DFT calculation (ωB97M-V with the def2-TZVPD basis set) of a cluster of 2 separate species, C17H19N in total in a non-equilibrium geometry.

Its energy above the lowest of the compared OMol25 structures with the same formula, charge and spin is 47.16 kcal/mol. Its largest force on an atom is 7.41 eV/Å. As for the HOMO energy (alpha / beta): 0.321 / -3.167 eV. The value obtained for the orbital gap (alpha / beta) is 3.058 / 6.512 eV. The charge is -1. The multiplicity is 2.

The geometry in XYZ format:
```
37
Properties=species:S:1:pos:R:3:mulliken_charge:R:1
C 0.057 0.333 -2.097 0.050
C -0.349 -1.047 -2.419 -1.263
C 1.422 0.437 -1.381 1.030
C 2.270 1.508 -1.782 -0.576
C 1.831 -0.557 -0.572 -0.253
C 3.552 1.497 -1.216 -0.419
C 3.133 -0.627 -0.050 -0.788
C 4.051 0.372 -0.366 -0.682
H -0.043 0.957 -3.019 0.351
H -0.843 0.722 -1.409 -0.185
H -0.541 -1.687 -1.485 0.118
H 1.949 2.416 -2.285 0.349
H 1.188 -1.335 -0.222 0.369
H 4.347 2.350 -1.246 0.168
H 3.497 -1.499 0.473 0.360
H 4.991 0.325 -0.079 0.613
H 0.258 -1.583 -3.205 0.307
H -1.410 -1.201 -2.856 0.346
C -0.147 2.257 1.608 -1.120
C -1.228 1.372 1.084 1.303
C -2.266 1.800 0.289 -1.628
C -1.306 -0.025 1.405 0.923
C -2.481 -0.538 0.704 0.008
C -0.253 -0.850 1.821 -1.106
C -2.701 -1.874 0.533 -1.105
C -0.685 -2.178 1.897 -0.414
C -1.904 -2.653 1.373 -0.519
N -2.976 0.566 -0.056 -0.016
H 0.276 1.952 2.633 0.253
H -0.229 3.404 1.750 0.316
H -2.552 2.770 0.066 0.432
H -3.747 0.588 -0.616 0.071
H 0.789 -0.686 1.985 0.713
H -3.582 -2.271 0.091 0.440
H 0.048 -2.877 2.340 0.261
H -2.199 -3.737 1.597 0.218
H 0.646 2.074 0.893 0.074
```


Please write out number 2 again, unchanged.
The following is a DFT calculation (ωB97M-V with the def2-TZVPD basis set) of a cluster of 2 separate species, C17H19N in total in a non-equilibrium geometry.

Its energy above the lowest of the compared OMol25 structures with the same formula, charge and spin is 47.16 kcal/mol. Its largest force on an atom is 7.41 eV/Å. As for the HOMO energy (alpha / beta): 0.321 / -3.167 eV. The value obtained for the orbital gap (alpha / beta) is 3.058 / 6.512 eV. The charge is -1. The multiplicity is 2.

The geometry in XYZ format:
```
37
Properties=species:S:1:pos:R:3:mulliken_charge:R:1
C 0.057 0.333 -2.097 0.050
C -0.349 -1.047 -2.419 -1.263
C 1.422 0.437 -1.381 1.030
C 2.270 1.508 -1.782 -0.576
C 1.831 -0.557 -0.572 -0.253
C 3.552 1.497 -1.216 -0.419
C 3.133 -0.627 -0.050 -0.788
C 4.051 0.372 -0.366 -0.682
H -0.043 0.957 -3.019 0.351
H -0.843 0.722 -1.409 -0.185
H -0.541 -1.687 -1.485 0.118
H 1.949 2.416 -2.285 0.349
H 1.188 -1.335 -0.222 0.369
H 4.347 2.350 -1.246 0.168
H 3.497 -1.499 0.473 0.360
H 4.991 0.325 -0.079 0.613
H 0.258 -1.583 -3.205 0.307
H -1.410 -1.201 -2.856 0.346
C -0.147 2.257 1.608 -1.120
C -1.228 1.372 1.084 1.303
C -2.266 1.800 0.289 -1.628
C -1.306 -0.025 1.405 0.923
C -2.481 -0.538 0.704 0.008
C -0.253 -0.850 1.821 -1.106
C -2.701 -1.874 0.533 -1.105
C -0.685 -2.178 1.897 -0.414
C -1.904 -2.653 1.373 -0.519
N -2.976 0.566 -0.056 -0.016
H 0.276 1.952 2.633 0.253
H -0.229 3.404 1.750 0.316
H -2.552 2.770 0.066 0.432
H -3.747 0.588 -0.616 0.071
H 0.789 -0.686 1.985 0.713
H -3.582 -2.271 0.091 0.440
H 0.048 -2.877 2.340 0.261
H -2.199 -3.737 1.597 0.218
H 0.646 2.074 0.893 0.074
```


Repeat the first record exactly.
The following is a DFT calculation (ωB97M-V with the def2-TZVPD basis set) of a structure of composition C17H19FeNO2S2Se2Te2 in a non-equilibrium geometry.

Its largest force on an atom is 1.74 eV/Å. As for the HOMO energy: -0.967 eV. The value obtained for the orbital gap is 5.250 eV. The charge is -2.

The geometry in XYZ format:
```
46
Properties=species:S:1:pos:R:3:mulliken_charge:R:1
Fe -0.461 -1.235 1.015 -0.010
C 0.089 -0.234 2.841 0.804
C 0.767 0.378 1.760 0.747
C -0.230 0.898 0.859 1.077
C -1.507 0.654 1.435 0.242
C -1.326 -0.061 2.649 0.766
C -2.374 -0.426 3.653 -1.292
C -2.800 1.149 0.863 -1.725
C 0.031 1.694 -0.382 -1.332
C 2.255 0.507 1.618 -1.925
C 0.713 -0.909 4.021 -1.682
H -2.289 0.214 4.540 0.260
H -2.278 -1.466 3.972 0.067
H -3.374 -0.322 3.233 0.305
H -3.562 1.216 1.638 0.399
H -3.194 0.480 0.096 0.205
H -2.659 2.140 0.426 0.393
H 0.027 2.771 -0.173 0.348
H -0.728 1.498 -1.143 0.388
H 1.004 1.461 -0.807 0.030
H 2.706 -0.362 1.137 0.205
H 2.715 0.635 2.601 0.511
H 2.515 1.373 1.008 0.393
H 0.816 -0.212 4.861 0.324
H 1.702 -1.296 3.773 0.415
H 0.098 -1.749 4.351 0.247
Se -2.268 -2.428 -0.106 -0.227
Te -4.504 -2.358 0.943 -0.545
Te -2.028 -4.306 3.514 -0.552
Se -0.705 -3.578 1.565 -0.126
O 4.522 0.129 -3.435 -0.716
S 3.426 0.654 -2.657 1.177
O 3.605 1.973 -2.100 -0.658
N 2.961 -0.408 -1.499 -0.403
C 1.748 -0.849 -1.718 0.276
S 0.946 -2.026 -0.794 -0.331
C 1.092 -0.300 -2.935 0.386
C -0.189 -0.540 -3.407 -0.455
C -0.600 0.129 -4.551 -0.682
C 0.245 1.019 -5.211 -0.354
C 1.526 1.265 -4.732 -0.725
C 1.918 0.593 -3.595 0.190
H -0.836 -1.223 -2.869 0.407
H -1.599 -0.037 -4.935 0.407
H -0.105 1.529 -6.100 0.368
H 2.190 1.964 -5.225 0.403
```